# 1
116
Properties=species:S:1:pos:R:3 method="wB97M-V/def2-TZVPD" orbital_gap_ev="4.8 / 4.8" charge=+2 total_energy_ha=-9404.72508 multiplicity=1
Pd -0.573 -1.476 0.311
C -2.537 -2.160 2.700
O -2.528 -0.819 2.153
C -2.548 -0.690 0.839
O -2.689 -1.674 0.079
C -2.602 0.676 0.233
C -3.182 1.772 0.757
As -3.778 3.434 -0.155
C -2.262 4.662 0.138
C -3.332 3.011 -2.033
C -2.768 1.923 -2.527
As -1.934 0.408 -1.608
C -0.210 1.362 -1.377
C -2.407 1.740 -3.967
O -1.542 0.937 -4.269
O -3.106 2.477 -4.797
C -2.791 2.408 -6.203
C -3.576 4.241 -2.885
O -2.637 4.966 -3.080
O -4.791 4.510 -3.315
C -5.888 3.623 -3.085
C -3.778 1.797 2.155
O -3.249 1.393 3.152
O -4.973 2.383 2.122
C -5.694 2.534 3.360
H -2.797 -2.049 3.748
H -1.547 -2.610 2.606
H -3.272 -2.773 2.183
H -2.554 5.377 0.903
H -2.084 5.196 -0.794
H -1.366 4.137 0.455
H -0.358 2.263 -0.785
H 0.178 1.634 -2.358
H 0.512 0.707 -0.876
H -3.676 2.752 -6.727
H -2.534 1.391 -6.486
H -1.959 3.078 -6.412
H -6.748 4.105 -3.539
H -6.077 3.489 -2.019
H -5.716 2.657 -3.559
H -6.193 3.497 3.308
H -5.009 2.494 4.203
H -6.435 1.742 3.442
C -4.001 -6.546 0.624
C -3.391 -5.560 -0.313
C -4.004 -5.215 -1.526
C -3.304 -4.366 -2.359
N -2.105 -3.884 -2.042
C -1.609 -4.223 -0.851
S 0.008 -3.684 -0.450
N -2.215 -5.028 0.005
H -4.138 -7.495 0.101
H -4.986 -6.216 0.955
H -3.365 -6.710 1.488
H -4.968 -5.616 -1.803
H -3.688 -4.078 -3.330
N -0.066 -2.163 -2.845
C 1.005 -2.242 -3.586
C 1.206 -3.371 -4.451
C 2.385 -3.510 -5.108
C 3.353 -2.492 -4.946
C 3.177 -1.345 -4.139
C 2.009 -1.220 -3.467
S 5.067 -2.746 -5.582
O 5.522 -1.429 -5.901
O 5.412 -3.245 -4.250
O 4.932 -3.709 -6.628
H -0.884 -2.793 -2.982
H -0.244 -1.286 -2.362
H 0.426 -4.116 -4.548
H 2.582 -4.367 -5.738
H 3.971 -0.614 -4.062
H 1.826 -0.372 -2.818
F 4.623 -5.220 5.497
C 3.365 -4.823 5.734
F 3.364 -4.165 6.904
F 2.609 -5.917 5.881
C 2.865 -3.930 4.624
C 1.713 -4.240 3.924
C 1.286 -3.397 2.909
C 2.004 -2.244 2.613
C 3.172 -1.948 3.317
C 3.606 -2.793 4.319
P 1.481 -1.082 1.311
C 3.039 -0.835 0.417
C 3.920 0.205 0.702
C 5.123 0.291 0.018
C 5.450 -0.676 -0.921
C 4.610 -1.757 -1.160
C 3.396 -1.825 -0.500
C 6.712 -0.559 -1.744
F 7.373 -1.715 -1.801
F 7.539 0.375 -1.266
F 6.386 -0.209 -3.003
C 1.050 0.417 2.240
C 0.322 0.242 3.422
C -0.260 1.328 4.048
C -0.108 2.595 3.503
C 0.642 2.789 2.350
C 1.204 1.702 1.709
C -0.835 3.775 4.094
F -1.334 3.537 5.303
F -1.886 4.107 3.290
F -0.067 4.865 4.161
H 1.161 -5.138 4.161
H 0.408 -3.658 2.330
H 3.752 -1.067 3.079
H 4.521 -2.583 4.856
H 3.687 0.941 1.460
H 5.813 1.098 0.221
H 4.914 -2.529 -1.857
H 2.723 -2.658 -0.680
H 0.229 -0.746 3.857
H -0.859 1.198 4.937
H 0.786 3.786 1.953
H 1.783 1.855 0.808


# 2
93
Properties=species:S:1:pos:R:3 method="wB97M-V/def2-TZVPD" orbital_gap_ev="7.2 / 6.5" charge=+1 relative_energy_kj_mol=82.4 s2=8.7662 total_energy_ha=-5751.03129 multiplicity=6
Fe -0.196 0.327 0.834
C -4.755 -0.273 4.034
C -3.748 -0.346 4.995
C -2.429 -0.119 4.648
C -2.118 0.181 3.327
C -3.118 0.258 2.369
C -4.438 0.029 2.718
N -0.785 0.409 2.867
N 0.122 0.338 3.691
C 1.422 0.441 3.156
C 2.497 0.473 4.036
C 3.780 0.552 3.518
C 3.974 0.619 2.141
C 2.887 0.606 1.263
C 1.612 0.485 1.772
H -5.786 -0.448 4.314
H -3.998 -0.582 6.021
H -1.635 -0.176 5.380
H -2.860 0.509 1.342
H -5.216 0.093 1.969
H 2.308 0.458 5.105
H 4.631 0.570 4.187
H 4.979 0.685 1.741
H 3.051 0.683 0.194
C 0.119 0.311 -3.654
C 0.912 1.587 -3.345
C 2.357 1.229 -2.973
C 0.903 2.506 -4.572
Si 0.109 2.391 -1.840
O 0.190 1.252 -0.648
C 1.004 3.927 -1.267
C 1.498 3.983 0.042
C 2.168 5.107 0.513
C 2.351 6.202 -0.319
C 1.852 6.176 -1.615
C 1.186 5.051 -2.083
C -1.708 2.746 -2.155
C -2.139 3.748 -3.032
C -3.491 4.010 -3.219
C -4.446 3.275 -2.529
C -4.046 2.277 -1.652
C -2.692 2.022 -1.473
H 0.580 -0.232 -4.491
H -0.914 0.535 -3.933
H 0.096 -0.358 -2.789
H 2.856 0.730 -3.813
H 2.385 0.549 -2.114
H 2.941 2.120 -2.721
H 1.358 1.992 -5.428
H 1.483 3.415 -4.400
H -0.113 2.784 -4.864
H 1.358 3.135 0.702
H 2.546 5.126 1.529
H 2.879 7.077 0.042
H 1.981 7.035 -2.263
H 0.796 5.064 -3.094
H -1.413 4.346 -3.573
H -3.800 4.793 -3.901
H -5.500 3.480 -2.675
H -4.789 1.701 -1.112
H -2.389 1.231 -0.794
C -0.992 -5.567 -3.233
C -1.553 -5.652 -1.967
C -1.414 -4.604 -1.065
C -0.701 -3.481 -1.450
C -0.155 -3.373 -2.724
C -0.297 -4.426 -3.613
As -0.282 -2.075 -0.174
C -0.720 -2.824 1.559
C -1.987 -2.967 2.111
C -2.119 -3.539 3.368
C -0.985 -3.939 4.067
C 0.282 -3.788 3.516
C 0.426 -3.233 2.250
C 1.696 -3.064 1.507
C 2.963 -3.422 1.957
C 4.062 -3.265 1.123
C 3.910 -2.755 -0.162
C 2.654 -2.371 -0.611
C 1.563 -2.527 0.227
H -1.103 -6.388 -3.929
H -2.097 -6.539 -1.670
H -1.851 -4.679 -0.078
H 0.376 -2.479 -3.025
H 0.136 -4.355 -4.602
H -2.866 -2.638 1.569
H -3.103 -3.675 3.801
H -1.089 -4.376 5.052
H 1.152 -4.112 4.074
H 3.095 -3.829 2.953
H 5.046 -3.547 1.476
H 4.770 -2.652 -0.812
H 2.537 -1.951 -1.603


# 3
99
Properties=species:S:1:pos:R:3 method="wB97M-V/def2-TZVPD" orbital_gap_ev="7.6 / 7.5" charge=+2 relative_energy_kj_mol=299.6 s2=0.7620 total_energy_ha=-8320.76584 multiplicity=2
Ru 0.024 -0.130 -0.110
C -1.952 -2.872 1.563
Si -1.238 -1.167 1.671
C 0.016 -1.209 3.034
C -0.003 -2.247 3.978
C 0.935 -2.301 4.997
C 1.907 -1.311 5.093
C 1.935 -0.282 4.166
C 1.005 -0.244 3.126
P 1.014 1.128 1.911
C 0.722 2.546 3.006
C -0.170 2.407 4.074
C -0.358 3.460 4.957
C 0.324 4.658 4.769
C 1.173 4.813 3.682
C 1.364 3.764 2.791
C 2.760 1.220 1.486
C 3.202 1.668 -0.946
C 4.413 2.562 -0.755
C 5.294 2.399 0.221
C 5.073 1.246 1.186
C 3.874 1.632 2.074
C -2.754 -0.088 1.881
C -3.722 -0.462 2.825
C -4.951 0.177 2.888
C -5.243 1.202 1.993
C -4.292 1.594 1.064
C -3.049 0.954 1.013
P -1.781 1.547 -0.147
C -2.786 1.900 -1.628
C -2.845 3.137 -2.262
C -3.661 3.310 -3.376
C -4.414 2.254 -3.864
C -4.369 1.018 -3.227
C -3.558 0.843 -2.118
C -1.310 3.172 0.531
C -1.777 3.637 1.757
C -1.448 4.921 2.182
C -0.637 5.736 1.405
C -0.135 5.263 0.198
C -0.467 3.988 -0.232
H -2.503 -3.058 2.494
H -1.192 -3.651 1.457
H -2.669 -2.954 0.742
H -0.767 -3.018 3.925
H 0.904 -3.108 5.720
H 2.641 -1.342 5.890
H 2.693 0.488 4.247
H -0.698 1.473 4.229
H -1.032 3.343 5.798
H 0.188 5.473 5.471
H 1.690 5.753 3.527
H 2.030 3.894 1.946
H 3.316 1.103 -1.877
H 4.503 3.381 -1.462
H 6.133 3.072 0.372
H 5.968 0.961 1.735
H 3.988 2.194 2.998
H -3.518 -1.270 3.524
H -5.687 -0.133 3.621
H -6.209 1.693 2.019
H -4.516 2.405 0.378
H -2.282 3.979 -1.890
H -3.708 4.280 -3.857
H -5.048 2.395 -4.732
H -4.971 0.194 -3.592
H -3.547 -0.113 -1.610
H -2.414 3.020 2.379
H -1.832 5.283 3.129
H -0.393 6.738 1.739
H 0.503 5.892 -0.414
H -0.090 3.638 -1.188
Br 0.341 2.160 -3.824
C -0.740 0.679 -4.363
Br -0.857 -0.693 -2.997
H -0.272 0.212 -5.215
H -1.747 1.012 -4.567
N 2.047 2.539 -1.079
C 3.115 0.576 0.179
N 4.485 0.139 0.413
C 4.836 -1.125 0.242
N 6.102 -1.489 0.431
N 3.947 -2.066 -0.113
C 2.680 -1.678 -0.218
N 2.195 -0.485 -0.122
C 1.669 -2.743 -0.472
C 1.991 -4.077 -0.474
C 0.996 -5.004 -0.762
C -0.271 -4.550 -1.052
C -0.513 -3.188 -0.999
N 0.439 -2.295 -0.697
H 1.949 3.210 -0.329
H 1.185 2.066 -1.258
H 6.837 -0.820 0.571
H 6.342 -2.448 0.247
H 3.011 -4.364 -0.260
H 1.215 -6.065 -0.773
H -1.071 -5.234 -1.309
H -1.495 -2.792 -1.212


# 4
102
Properties=species:S:1:pos:R:3 method="wB97M-V/def2-TZVPD" orbital_gap_ev="5.4 / 5.4" charge=-2 total_energy_ha=-6210.55392 multiplicity=1
Sr 0.647 -1.322 -0.964
Br 2.997 -3.676 6.446
C 2.979 -3.067 4.693
C 2.094 -2.094 4.332
C 2.168 -1.525 3.073
C 2.947 -2.109 2.107
C 3.819 -3.215 2.500
C 3.937 -3.605 3.808
N 2.907 -1.592 0.783
C 3.998 -1.659 0.126
C 4.144 -1.071 -1.230
C 5.401 -1.105 -1.796
C 5.617 -0.676 -3.086
C 4.537 -0.214 -3.784
C 3.234 -0.170 -3.145
N 3.120 -0.592 -1.841
H 1.390 -1.713 5.115
H 1.492 -0.738 2.783
H 4.427 -3.715 1.726
H 4.657 -4.383 4.026
H 4.910 -2.191 0.505
H 6.233 -1.594 -1.302
H 6.570 -0.876 -3.588
H 4.518 0.052 -4.809
H 2.284 0.107 -3.587
C -7.032 -0.510 1.594
C -5.980 -0.646 0.586
C -6.226 -0.277 -0.716
C -5.276 -0.568 -1.681
C -4.057 -1.285 -1.370
C -3.826 -1.711 -0.026
C -4.743 -1.347 0.963
S -2.937 -1.613 -2.666
O -3.611 -1.213 -3.884
O -2.621 -2.997 -2.591
N -1.593 -0.797 -2.379
C -1.073 0.112 -3.269
C -1.421 0.528 -4.560
C -0.843 1.679 -5.102
C 0.144 2.355 -4.370
C 0.623 1.702 -3.203
N 0.053 0.611 -2.716
H -8.000 -0.928 1.239
H -7.274 0.492 1.968
H -6.759 -1.009 2.462
H -7.113 0.317 -1.019
H -5.337 -0.183 -2.685
H -3.003 -2.400 0.162
H -4.649 -1.692 1.993
H -2.202 0.021 -5.049
H -1.125 2.072 -6.051
H 0.310 3.363 -4.613
H 1.360 2.075 -2.574
C -3.142 2.594 -1.718
C -2.680 2.101 -0.410
C -3.750 2.336 0.748
C -1.292 2.760 -0.005
C -1.199 4.132 -0.073
C -0.055 4.779 0.245
C 1.087 4.021 0.667
C 1.006 2.619 0.664
C 2.164 1.914 1.282
C 2.289 2.038 2.822
C 3.422 2.287 0.550
C -0.188 1.988 0.426
N -0.302 0.662 0.662
C -0.797 0.379 1.874
C -1.284 1.346 2.881
C -1.752 1.037 4.166
C -1.765 -0.322 4.554
C -1.539 -1.283 3.531
C -1.157 -0.949 2.264
F -0.949 -1.995 1.419
H -3.972 2.006 -2.073
H -2.200 2.541 -2.347
H -3.376 3.645 -1.730
H -2.471 1.032 -0.423
H -4.096 3.371 0.833
H -3.328 1.845 1.652
H -4.552 1.656 0.406
H -2.064 4.679 -0.444
H 0.064 5.877 0.121
H 1.970 4.609 0.886
H 1.867 0.857 1.042
H 2.508 3.047 3.135
H 3.007 1.287 3.257
H 1.277 1.807 3.199
H 3.599 3.348 0.331
H 3.435 1.927 -0.527
H 4.268 1.849 1.106
H -1.228 2.348 2.545
H -2.057 1.899 4.852
H -1.826 -0.736 5.543
H -1.526 -2.299 3.718
S 1.428 -4.208 -0.003
C 2.690 -4.222 -1.189
C 3.967 -4.779 -0.680
N 4.945 -5.104 -0.161
C 2.679 -3.772 -2.465
S 1.285 -3.122 -3.305
C 3.910 -3.720 -3.267
N 4.865 -3.518 -3.895